Here is a 13-piece molecular cluster, C43H118N20O19 overall at a distorted geometry from the OMol25 dataset. Energies are from wB97M-V/def2-TZVPD.

Properties
- frontier orbital gap (spin up / spin down) (eV) = 1.55 / 8.71

The geometry in ORCA input format:
```
! wB97M-V def2-TZVPD RIJCOSX def2/J DEFGRID3
* xyz -1 2
C -8.67 2.12 -5.33
O -7.31 2.40 -5.10
C -6.44 2.02 -6.19
C -4.96 2.52 -6.00
N -4.32 1.95 -4.84
C -3.02 2.58 -4.52
C -2.30 1.76 -3.40
O -2.95 1.89 -2.14
C -2.12 1.35 -1.13
H -9.15 2.51 -6.22
H -9.23 2.48 -4.47
H -8.81 1.06 -5.53
H -6.74 2.61 -7.05
H -6.57 1.01 -6.57
H -4.97 3.61 -5.87
H -4.41 2.25 -6.91
H -4.98 2.05 -4.08
H -3.14 3.61 -4.20
H -2.30 2.53 -5.34
H -1.28 2.13 -3.29
H -2.25 0.75 -3.82
H -1.25 1.98 -0.97
H -1.91 0.37 -1.55
H -2.74 1.22 -0.25
C -2.50 -2.10 0.18
O -3.53 -2.70 0.91
C -4.66 -1.87 1.23
C -5.84 -2.79 1.52
N -6.36 -3.49 0.34
C -6.82 -2.67 -0.76
C -7.37 -3.55 -1.91
O -6.39 -4.22 -2.64
C -6.81 -4.90 -3.74
H -2.50 -1.06 0.51
H -2.80 -2.06 -0.86
H -1.54 -2.59 0.33
H -4.89 -1.22 0.39
H -4.44 -1.27 2.11
H -6.46 -2.01 1.94
H -5.64 -3.56 2.26
H -5.59 -4.07 0.08
H -5.99 -2.04 -1.08
H -7.54 -1.96 -0.36
H -7.93 -2.94 -2.63
H -8.08 -4.22 -1.44
H -6.04 -5.47 -4.25
H -7.24 -4.29 -4.53
H -7.60 -5.58 -3.42
C 0.96 8.28 -7.00
O 1.89 7.71 -6.17
C 3.17 7.43 -6.80
C 4.13 6.56 -5.97
N 3.61 5.21 -5.74
C 4.49 4.48 -4.85
C 3.69 3.31 -4.18
O 2.66 3.79 -3.30
C 1.85 2.71 -2.82
H 0.87 7.72 -7.93
H 1.24 9.32 -7.21
H -0.01 8.38 -6.51
H 3.73 8.29 -7.17
H 3.05 6.87 -7.73
H 4.28 7.05 -5.01
H 5.12 6.63 -6.42
H 2.70 5.25 -5.31
H 4.88 5.21 -4.14
H 5.25 4.03 -5.49
H 4.33 2.81 -3.46
H 3.33 2.66 -4.98
H 1.12 3.06 -2.08
H 2.53 2.07 -2.27
H 1.18 2.22 -3.53
C -3.25 -5.41 -3.75
O -1.87 -5.78 -3.79
C -1.58 -6.94 -3.01
C -0.10 -7.26 -3.27
N 0.88 -6.37 -2.63
C 0.96 -6.34 -1.19
C 1.85 -5.24 -0.62
O 3.19 -5.60 -0.98
C 4.24 -5.02 -0.24
H -3.83 -5.66 -2.86
H -3.76 -6.00 -4.52
H -3.44 -4.35 -3.92
H -2.14 -7.81 -3.34
H -1.88 -6.90 -1.96
H 0.03 -7.34 -4.35
H 0.19 -8.23 -2.89
H 0.75 -5.43 -2.96
H 1.36 -7.31 -0.89
H -0.05 -6.24 -0.79
H 1.79 -5.14 0.46
H 1.57 -4.25 -0.99
H 4.49 -3.98 -0.48
H 5.13 -5.62 -0.40
H 4.12 -4.92 0.84
C -1.54 1.54 2.81
O -2.00 0.17 2.91
C -1.19 -0.61 3.75
C -1.95 -1.84 4.24
N -3.24 -1.35 4.76
C -4.19 -2.40 5.14
C -5.55 -1.88 5.50
O -6.23 -1.47 4.40
C -7.63 -1.22 4.56
H -1.37 1.95 3.80
H -2.37 2.11 2.39
H -0.70 1.58 2.12
H -0.98 -0.06 4.67
H -0.34 -0.81 3.09
H -1.42 -2.35 5.04
H -2.05 -2.56 3.42
H -3.63 -0.78 4.02
H -3.79 -3.03 5.93
H -4.41 -3.09 4.33
H -5.48 -1.10 6.26
H -6.13 -2.69 5.94
H -8.17 -2.14 4.80
H -7.99 -0.65 3.71
H -7.74 -0.55 5.42
C 7.02 4.80 8.66
O 5.60 4.57 8.44
C 4.90 3.85 9.49
C 3.46 3.46 9.05
N 3.57 2.55 7.87
C 2.23 2.27 7.27
C 2.36 1.20 6.18
O 3.14 1.73 5.16
C 3.09 0.96 3.98
H 7.47 5.33 7.82
H 7.60 3.89 8.78
H 7.15 5.43 9.54
H 4.80 4.46 10.39
H 5.56 3.03 9.77
H 2.90 4.36 8.80
H 2.86 3.04 9.86
H 4.10 3.14 7.25
H 1.77 3.21 6.94
H 1.62 1.96 8.12
H 1.35 1.00 5.80
H 2.79 0.30 6.62
H 3.12 -0.11 4.19
H 3.92 1.21 3.32
H 2.19 1.24 3.44
C -0.48 -2.39 -3.13
O -0.36 -2.83 -2.06
N -0.23 -1.17 -3.46
N -0.80 -3.15 -4.15
H -0.05 -0.51 -2.71
H -0.40 -0.87 -4.41
H -0.88 -2.81 -5.10
H -1.15 -4.09 -4.03
C 1.74 3.80 1.91
O 2.35 2.89 1.44
N 1.43 3.92 3.20
N 1.33 4.83 1.27
H 1.95 3.37 3.87
H 0.81 4.66 3.48
H 0.78 5.52 1.75
H 1.72 5.05 0.36
C 5.99 2.66 0.72
O 7.10 2.46 0.19
N 5.84 3.28 1.87
N 4.86 2.15 0.29
H 4.93 3.35 2.32
H 6.69 3.66 2.24
H 4.01 2.41 0.78
H 4.92 1.52 -0.50
C 6.01 -1.57 1.92
O 5.91 -2.22 2.91
N 7.00 -0.76 1.77
N 5.14 -1.49 0.92
H 6.83 -0.05 1.07
H 7.62 -0.69 2.57
H 5.32 -0.80 0.21
H 4.30 -2.03 1.04
C 2.50 -2.94 3.21
O 2.47 -2.76 2.00
N 1.56 -3.39 4.00
N 3.50 -2.65 4.02
H 1.68 -3.28 5.00
H 0.72 -3.74 3.55
H 3.38 -2.74 5.02
H 4.42 -2.48 3.64
C 4.13 -0.55 -2.79
O 4.52 0.22 -1.92
N 2.94 -0.96 -3.04
N 4.99 -0.95 -3.67
H 2.31 -0.62 -2.33
H 2.66 -1.84 -3.47
H 5.97 -0.83 -3.50
H 4.57 -1.53 -4.39
C 1.27 -0.35 -0.29
O 0.98 0.27 -1.32
N 0.98 -1.58 -0.05
N 1.84 0.17 0.77
H 0.40 -2.03 -0.74
H 1.30 -2.02 0.80
H 2.00 1.17 0.82
H 1.85 -0.43 1.58
*
```

Here is a 2-piece molecular cluster, CH4INO overall at a distorted geometry from the OMol25 dataset. Energies are from wB97M-V/def2-TZVPD.

Properties
- energy above the lowest of the compared OMol25 structures with the same formula, charge and spin (kcal per mole) = 5.7
- frontier orbital gap (spin up / spin down) (eV) = 7.37 / 7.90

The geometry in ORCA input format:
```
! wB97M-V def2-TZVPD RIJCOSX def2/J DEFGRID3
* xyz 0 3
C 0.57 0.34 -0.32
N -1.27 -1.19 0.07
O 1.98 0.38 -0.24
I -2.89 -0.11 -0.30
H 2.36 0.25 0.57
H 0.17 0.56 -1.24
H -0.11 0.80 0.46
H -0.81 -1.03 0.99
*
```

Here is C26H38F8N2O6SSi2 as an isolated structure at a distorted geometry from the OMol25 dataset. Energies are from wB97M-V/def2-TZVPD.

Properties
- frontier orbital gap (eV) = 5.26

The geometry in ORCA input format:
```
! wB97M-V def2-TZVPD RIJCOSX def2/J DEFGRID3
* xyz 2 1
C 1.63 -0.58 5.47
C 1.33 -0.15 4.02
Si -0.40 0.61 3.96
C -1.59 -0.74 4.51
C -3.05 -0.33 4.68
C -3.81 -0.16 3.36
C -4.37 -1.47 2.82
O -5.78 -1.55 3.02
C -6.17 -1.65 4.34
C -5.91 -2.99 4.98
O -6.74 -0.73 4.89
C -0.66 1.16 2.16
C -0.77 -0.09 1.29
C -0.45 0.21 -0.18
S -1.50 -0.68 -1.30
O -1.21 -0.25 -2.64
O -1.35 -2.09 -1.10
O -2.98 -0.26 -0.96
O -0.35 1.90 5.04
Si -1.40 3.13 4.91
F -2.66 2.79 4.01
C -0.52 4.67 4.15
F 0.17 5.21 5.18
F 0.38 4.37 3.18
C -1.49 5.76 3.67
F -0.88 6.95 3.55
F -2.42 5.87 4.65
C -2.24 5.43 2.32
F -2.05 6.43 1.44
F -1.76 4.29 1.78
F -3.55 5.28 2.54
H 1.21 0.11 6.19
H 2.69 -0.66 5.66
H 1.21 -1.55 5.69
H 2.06 0.61 3.74
H 1.41 -1.01 3.37
H -1.20 -1.13 5.44
H -1.50 -1.54 3.77
H -3.55 -1.14 5.21
H -3.18 0.54 5.31
H -4.65 0.49 3.56
H -3.19 0.36 2.64
H -3.85 -2.34 3.20
H -4.25 -1.49 1.74
H -5.96 -2.88 6.05
H -6.69 -3.66 4.64
H -4.95 -3.41 4.71
H -1.53 1.79 2.00
H 0.25 1.67 1.86
H -1.75 -0.54 1.35
H -0.09 -0.86 1.62
H -0.56 1.26 -0.43
H 0.54 -0.12 -0.45
H -2.99 0.38 -0.23
H -1.88 3.51 6.24
C 4.82 -0.59 -10.97
N 4.48 -0.80 -9.54
C 3.47 -1.62 -9.22
C 3.14 -1.86 -7.91
C 3.86 -1.25 -6.89
C 4.90 -0.40 -7.25
C 5.19 -0.18 -8.58
C 3.56 -1.52 -5.46
C 4.54 -2.03 -4.61
C 4.24 -2.24 -3.29
N 3.02 -1.97 -2.80
C 2.05 -1.49 -3.60
C 2.30 -1.27 -4.94
C 2.72 -2.17 -1.36
H 3.94 -0.23 -11.49
H 5.14 -1.55 -11.39
H 5.63 0.13 -11.05
H 2.94 -2.08 -10.05
H 2.32 -2.54 -7.70
H 5.49 0.12 -6.50
H 5.98 0.47 -8.89
H 5.53 -2.27 -4.97
H 4.97 -2.64 -2.59
H 1.09 -1.29 -3.16
H 1.50 -0.88 -5.55
H 1.87 -2.84 -1.27
H 2.50 -1.20 -0.92
H 3.59 -2.61 -0.88
*
```

Here is a 2-piece molecular cluster, C3H10S2 overall at a distorted geometry from the OMol25 dataset. Energies are from wB97M-V/def2-TZVPD.

Properties
- energy above the lowest of the compared OMol25 structures with the same formula, charge and spin (kcal per mole) = 12.2
- frontier orbital gap (eV) = 9.57

The geometry in ORCA input format:
```
! wB97M-V def2-TZVPD RIJCOSX def2/J DEFGRID3
* xyz 0 1
C 1.61 0.02 -2.37
S 2.02 -1.09 -0.96
H 1.39 1.04 -2.07
H 2.46 -0.10 -3.03
H 0.74 -0.43 -2.89
H 0.87 -1.12 -0.32
C -1.33 0.41 -0.03
S -1.21 -1.02 1.12
C -0.67 -0.08 2.57
H -0.52 1.09 0.26
H -2.29 0.88 0.20
H -1.39 0.10 -1.07
H -0.45 -0.76 3.40
H 0.24 0.45 2.29
H -1.48 0.60 2.88
*
```

Here is a 2-piece molecular cluster, C3H8FN overall at a distorted geometry from the OMol25 dataset. Energies are from wB97M-V/def2-TZVPD.

Properties
- energy above the lowest of the compared OMol25 structures with the same formula, charge and spin (kcal per mole) = 95.9
- frontier orbital gap (spin up / spin down) (eV) = 11.16 / 6.61

The geometry in ORCA input format:
```
! wB97M-V def2-TZVPD RIJCOSX def2/J DEFGRID3
* xyz 0 1
C 0.80 -0.09 -1.28
C 0.74 0.57 1.13
C 0.53 -0.37 0.11
N -2.28 -0.11 0.34
F 0.36 -1.58 0.44
H 0.09 -0.61 -1.87
H 0.59 0.99 -1.44
H 1.76 -0.23 -1.64
H 0.36 0.16 2.03
H 0.18 1.49 0.99
H 1.77 0.97 1.22
H -2.23 -1.17 0.65
H -2.66 -0.01 -0.68
*
```

Here is one molecule with the formula C2HFN2O4 at a distorted geometry from the OMol25 dataset. Energies are from wB97M-V/def2-TZVPD.

Properties
- energy above the lowest of the compared OMol25 structures with the same formula, charge and spin (kcal per mole) = 41.1
- frontier orbital gap (eV) = 9.77

The geometry in ORCA input format:
```
! wB97M-V def2-TZVPD RIJCOSX def2/J DEFGRID3
* xyz 0 1
C 0.05 -0.48 0.11
C -1.28 -0.06 -0.23
N -1.47 1.38 -0.18
N -2.52 -0.93 -0.11
O -0.46 2.00 -0.03
O -2.59 1.80 -0.16
O -3.14 -0.72 0.91
O -2.65 -1.77 -0.93
F 0.14 -1.78 0.40
H 1.04 -0.05 0.10
*
```